(1)
Here is C37H48N3O4S2SeYb as an isolated structure at a distorted geometry from the Open Molecules 2025 dataset. Energies are from ωB97M-V/def2-TZVPD.

spin multiplicity = 2
⟨S²⟩ = 0.751
orbital gap (alpha / beta) = 7.7 / 7.1 eV
charge = 0
energy above the lowest of the compared OMol25 structures with the same formula, charge and spin = 0.0 kJ/mol
E_HOMO (alpha / beta) = -7.38 / -7.39 eV

Each line ends with the Mulliken spin population.
Positions of all 96 atoms, in Å:
Yb -2.235 -0.785 -1.001  1.0059
C 4.769 2.458 -1.040  -0.0003
C 4.098 2.724 -2.392  -0.0008
C 4.894 1.977 -3.503  -0.0005
C 4.195 4.240 -2.690  -0.0003
C 2.702 2.236 -2.258  0.0069
C 2.410 0.869 -2.212  0.0001
C 1.119 0.420 -2.124  0.0032
Se 1.087 -1.520 -2.046  -0.0002
C 1.345 -1.570 -0.121  0.0071
C 2.689 -1.685 0.152  -0.0047
C 3.173 -1.960 1.419  -0.0020
C 2.210 -2.061 2.437  -0.0005
C 0.852 -1.985 2.214  0.0063
C 0.358 -1.701 0.854  -0.0038
O -0.898 -1.575 0.522  0.0014
C -0.119 -2.231 3.339  -0.0019
C -0.970 -3.436 3.073  0.0001
C -1.003 -0.964 3.379  0.0007
C 0.522 -2.425 4.737  -0.0003
C 4.608 -2.050 1.779  0.0005
C 5.526 -2.297 0.582  0.0007
C 4.853 -3.215 2.768  -0.0005
C 5.084 -0.639 2.261  -0.0003
C 0.025 1.351 -2.128  -0.0079
O -1.194 0.842 -1.889  -0.0006
C 0.317 2.700 -2.420  0.0041
C 1.647 3.136 -2.327  -0.0042
C -0.830 3.693 -2.788  -0.0010
C -1.778 3.784 -1.625  0.0005
C -1.554 3.199 -4.027  -0.0002
C -0.206 5.052 -3.152  0.0003
H 5.868 2.574 -1.117  0.0001
H 4.565 1.439 -0.740  0.0000
H 4.342 3.087 -0.244  0.0000
H 5.882 2.437 -3.696  0.0001
H 4.377 2.109 -4.486  0.0002
H 5.071 0.920 -3.241  -0.0002
H 5.276 4.445 -2.792  0.0001
H 3.827 4.868 -1.842  -0.0004
H 3.691 4.503 -3.649  0.0000
H 3.217 0.142 -2.268  -0.0001
H 3.423 -1.646 -0.650  -0.0007
H 2.540 -2.205 3.444  0.0001
H -1.415 -3.371 2.069  -0.0002
H -1.760 -3.581 3.877  0.0000
H -0.354 -4.365 3.175  0.0000
H -1.569 -0.907 2.433  -0.0006
H -0.422 -0.032 3.421  -0.0001
H -1.633 -0.921 4.285  0.0002
H 1.304 -3.246 4.730  0.0000
H -0.249 -2.681 5.534  0.0001
H 1.019 -1.490 5.087  0.0000
H 5.313 -3.267 0.066  0.0000
H 6.525 -2.401 1.037  -0.0001
H 5.539 -1.441 -0.155  0.0000
H 4.330 -4.145 2.506  0.0000
H 4.509 -3.025 3.810  0.0000
H 5.937 -3.478 2.764  0.0000
H 4.902 0.109 1.486  0.0000
H 6.180 -0.675 2.449  0.0001
H 4.670 -0.266 3.218  0.0000
H 1.829 4.213 -2.301  0.0007
H -2.304 2.827 -1.558  -0.0002
H -2.491 4.632 -1.751  0.0000
H -1.324 3.931 -0.669  -0.0002
H -1.772 2.125 -3.979  0.0001
H -0.942 3.343 -4.904  0.0000
H -2.514 3.646 -4.322  0.0000
H 0.298 5.560 -2.296  -0.0004
H -1.000 5.733 -3.495  0.0000
H 0.541 4.888 -3.935  -0.0001
N -7.325 -1.196 4.941  0.0000
C -6.863 -0.987 3.658  -0.0003
C -5.828 -1.799 3.173  0.0001
C -5.292 -1.613 1.889  -0.0001
C -5.917 -0.721 1.022  0.0005
C -6.971 0.091 1.509  -0.0004
C -7.349 0.063 2.824  0.0002
S -5.146 -0.349 -0.525  -0.0015
O -3.994 0.567 -0.243  -0.0013
O -6.160 0.091 -1.419  -0.0001
N -4.457 -1.792 -0.902  -0.0004
C -4.273 -2.145 -2.194  -0.0026
S -5.569 -2.096 -3.452  0.0000
C -4.377 -2.501 -4.633  0.0003
C -3.160 -2.656 -4.049  -0.0004
N -3.059 -2.436 -2.706  -0.0005
H -6.852 -1.856 5.539  0.0000
H -7.940 -0.516 5.397  0.0000
H -5.458 -2.645 3.761  0.0000
H -4.435 -2.153 1.473  0.0000
H -7.525 0.712 0.812  0.0000
H -8.076 0.770 3.213  0.0000
H -4.644 -2.771 -5.646  0.0000
H -2.252 -3.034 -4.520  0.0000



(2)
Here is C37H49BiN4O5Si as an isolated structure at a distorted geometry from the Open Molecules 2025 dataset. Energies are from ωB97M-V/def2-TZVPD.

orbital gap = 8.7 eV
charge = 0
energy above the lowest of the compared OMol25 structures with the same formula, charge and spin = 0.0 kJ/mol
E_HOMO = -8.09 eV

Each line ends with the Mulliken charge.
Positions of all 97 atoms, in Å:
Bi -0.229 -0.363 -0.115  1.1278
O 2.562 3.332 1.393  -0.5761
C 2.124 2.064 1.496  0.7095
O 0.934 1.804 1.484  -0.3839
C 3.213 1.153 2.052  -0.8619
O 3.091 -0.188 1.652  -0.2909
C 3.529 -0.436 0.330  -0.2088
C 2.789 0.396 -0.751  0.6216
O 2.451 -0.202 -1.796  -0.8070
O 2.578 1.592 -0.498  -0.6169
H 1.836 3.877 1.051  0.4044
H 4.190 1.575 1.778  0.3123
H 3.114 1.144 3.143  0.3698
H 4.608 -0.220 0.245  0.4683
H 3.368 -1.502 0.159  -0.0031
C -1.959 -1.489 -1.076  -1.6058
Si -2.528 -0.581 -2.626  0.0638
C -2.438 1.285 -2.174  -0.8541
N -1.154 1.625 -1.567  0.8469
C -1.227 2.807 -0.713  1.0825
C -1.410 4.115 -1.488  -1.0008
C -0.328 4.279 -2.567  -0.8851
C 0.643 3.106 -2.534  -0.7402
C -0.099 1.773 -2.593  0.2019
C -1.455 -0.959 -4.137  0.4329
C -0.494 -1.963 -4.103  0.0735
C 0.280 -2.240 -5.214  -0.5632
C 0.110 -1.517 -6.381  -0.6327
C -0.841 -0.512 -6.431  -0.8070
C -1.617 -0.241 -5.320  -0.2683
C -4.328 -1.065 -2.996  0.5311
C -4.609 -2.041 -3.948  -0.4774
C -5.896 -2.515 -4.131  -0.6983
C -6.935 -2.017 -3.364  -0.5200
C -6.678 -1.033 -2.425  -0.6625
C -5.388 -0.567 -2.243  -0.3533
H -1.608 -2.491 -1.287  1.0137
H -2.759 -1.562 -0.348  0.7389
H -3.227 1.485 -1.448  0.6526
H -2.640 1.926 -3.041  0.6230
H -0.320 2.823 -0.106  0.0235
H -2.074 2.687 -0.034  -1.2895
H -1.386 4.944 -0.778  0.5564
H -2.403 4.119 -1.945  0.2282
H 0.219 5.211 -2.417  0.4134
H -0.796 4.325 -3.552  0.3035
H 1.271 3.140 -1.645  0.1203
H 1.308 3.152 -3.396  0.6047
H 0.636 0.973 -2.487  -0.4644
H -0.550 1.674 -3.584  0.1870
H -0.345 -2.524 -3.193  0.1907
H 1.022 -3.020 -5.178  0.3584
H 0.724 -1.732 -7.242  0.3955
H -0.969 0.058 -7.339  0.4055
H -2.357 0.547 -5.361  0.4467
H -3.801 -2.437 -4.546  0.3393
H -6.093 -3.277 -4.870  0.4047
H -7.941 -2.389 -3.500  0.3748
H -7.486 -0.632 -1.832  0.4266
H -5.197 0.191 -1.497  0.3111
C -2.564 2.436 2.881  -0.8416
N -3.680 1.667 2.370  -0.0059
C -4.650 2.519 1.726  -0.8403
C -3.277 0.538 1.544  0.9665
C -2.387 -0.362 2.353  -1.8070
C -2.840 -0.752 3.609  -0.4506
C -2.002 -1.416 4.482  -0.9229
C -0.694 -1.676 4.107  -0.7255
C -0.256 -1.323 2.842  -1.3055
C -1.103 -0.692 1.939  1.7136
H -2.928 3.104 3.661  0.3627
H -2.070 3.041 2.109  0.1655
H -1.826 1.765 3.310  0.2835
H -4.973 3.278 2.439  0.3361
H -5.518 1.930 1.428  0.3107
H -4.253 3.035 0.834  0.1648
H -2.732 0.841 0.635  -0.9271
H -4.195 0.022 1.239  0.5587
H -3.844 -0.479 3.898  0.4791
H -2.355 -1.700 5.460  0.3860
H -0.018 -2.157 4.799  0.4440
H 0.765 -1.522 2.555  0.8072
C 2.759 -4.237 -2.806  -1.6561
C 1.961 -3.893 -1.603  0.6827
C 1.439 -4.696 -0.605  -1.3747
C 0.736 -3.841 0.252  0.3208
N 0.827 -2.596 -0.214  0.2024
N 1.557 -2.642 -1.340  0.9159
C 0.054 -4.215 1.515  -1.4671
H 3.576 -4.906 -2.546  0.4033
H 3.155 -3.334 -3.263  0.3567
H 2.128 -4.752 -3.530  0.2913
H 1.558 -5.754 -0.497  0.5262
H 1.924 -1.740 -1.727  -0.0193
H -0.180 -5.276 1.519  0.4652
H -0.852 -3.636 1.656  0.1708
H 0.722 -4.014 2.351  0.2362



| no. | total energy (eV) |
| --- | --- |
| 1 | -170357.3055 |
| 2 | -69079.8175 |